Entry from OMol25: an isolated molecule of C13H14N2OS2 (the ωB97M-V functional and the def2-TZVPD basis).

```
! wB97M-V def2-TZVPD RIJCOSX def2/J DEFGRID3
* xyz 0 1
C 0.65594 -0.21197 4.18144
C 0.88820 1.24776 3.81694
C 0.66420 1.52317 2.33780
S 1.91798 0.67305 1.30422
C 1.05549 -0.20777 0.04626
C -0.19367 -0.73052 0.05256
C -1.09070 -0.73786 1.12136
N -1.87938 -0.81361 1.95634
C -0.70796 -1.36855 -1.22613
C -1.27326 -0.32590 -2.14573
C -1.06144 1.01704 -2.17360
C -1.74766 1.66378 -3.22722
C -2.46760 0.80347 -3.98678
S -2.32985 -0.81619 -3.43132
C 0.43533 -2.13270 -1.90331
C 1.64863 -1.25428 -2.09342
O 2.41189 -1.31678 -3.02412
N 1.85511 -0.36135 -1.07036
H 1.34415 -0.85496 3.63616
H -0.36093 -0.50931 3.93722
H 0.81765 -0.36324 5.24526
H 0.19703 1.88092 4.37804
H 1.90598 1.54056 4.08645
H -0.31669 1.18857 2.01421
H 0.78249 2.58520 2.11844
H -1.50456 -2.07808 -0.97537
H -0.44398 1.54418 -1.46810
H -1.70050 2.72300 -3.40478
H -3.07578 1.01365 -4.84367
H 0.12369 -2.52298 -2.87262
H 0.73929 -2.97713 -1.27673
H 2.71092 0.17882 -1.10943
*
```

M   278.4 Da
HOMO   -8.792 eV



Entry from OMol25: an isolated molecule of C13H14N4O3 (the ωB97M-V functional and the def2-TZVPD basis).

```
! wB97M-V def2-TZVPD RIJCOSX def2/J DEFGRID3
* xyz 0 1
O -0.20203 0.87935 -1.30926
C 0.04425 1.34772 -0.22582
C -0.94781 1.24671 0.95510
N -2.09297 0.47796 0.56790
C -2.08855 -0.84534 0.23760
N -3.26040 -1.26384 -0.12668
C -4.07043 -0.17449 -0.05168
N -5.44907 -0.21442 -0.36402
O -5.93749 -1.25866 -0.72577
O -6.05864 0.83480 -0.23634
C -3.35426 0.92536 0.37382
N 1.16791 2.02893 0.07992
C 2.32470 1.98218 -0.78989
C 3.32340 0.91252 -0.31532
C 2.60914 -0.40136 -0.15541
C 2.31293 -1.18212 -1.26523
C 1.57606 -2.34416 -1.13145
C 1.12519 -2.74299 0.11609
C 1.42216 -1.97635 1.22992
C 2.15682 -0.81092 1.09209
H -1.26649 2.24681 1.25838
H -0.44362 0.75528 1.79400
H -1.20514 -1.45001 0.27964
H -3.66526 1.93536 0.54145
H 1.33336 2.30211 1.03642
H 1.95253 1.73049 -1.78441
H 2.79627 2.96739 -0.81502
H 4.12144 0.83038 -1.05368
H 3.76299 1.22029 0.63625
H 2.65595 -0.87176 -2.24094
H 1.34528 -2.93785 -2.00253
H 0.54498 -3.64778 0.21986
H 1.07800 -2.28379 2.20741
H 2.38881 -0.21777 1.96763
*
```

M   274.3 Da
HOMO   -9.405 eV



Entry from OMol25: C13H15AsCl5N2O3RbS as an isolated structure (the ωB97M-V functional and the def2-TZVPD basis).

```
! wB97M-V def2-TZVPD RIJCOSX def2/J DEFGRID3
* xyz -2 1
Rb -0.52311 1.01793 -0.10743
N -3.59760 2.14696 0.36696
C -3.97779 1.05608 -0.52857
C -2.94315 0.96670 -1.66963
O -2.45879 2.07444 -2.05845
N -2.69130 -0.24754 -2.06975
C -1.86545 -0.38966 -3.25318
C -0.43873 -0.91390 -3.00442
O -0.01133 -1.83376 -3.73481
O 0.23640 -0.34942 -2.08811
H -4.39196 2.48406 0.90021
H -3.26489 2.89791 -0.23523
H -4.95950 1.21230 -1.00423
H -4.01296 0.10553 0.00326
H -1.74517 0.57296 -3.77458
H -2.33734 -1.09951 -3.93605
Cl -1.30966 -1.30512 2.62754
C -0.74358 -0.01721 3.63927
C -0.50953 1.21224 3.04820
C -0.06082 2.18565 3.92582
Cl 0.27107 3.75645 3.26927
C 0.14861 1.99520 5.28879
Cl 0.70827 3.26415 6.32802
C -0.10523 0.73340 5.82503
Cl 0.13955 0.44023 7.51714
C -0.55625 -0.29170 4.99218
Cl -0.86761 -1.85523 5.67460
C 4.56355 -1.78376 -1.44218
As 2.76957 -0.95667 -1.47594
C 1.68110 -2.53887 -1.18819
C 2.75414 -0.28236 -3.29910
S 2.78507 0.46283 0.03405
H 4.65779 -2.53459 -2.23156
H 4.73125 -2.24679 -0.46993
H 5.31898 -1.01001 -1.57876
H 1.52033 -3.03166 -2.14635
H 0.71668 -2.23137 -0.79710
H 2.18845 -3.19764 -0.48219
H 2.14472 -0.96044 -3.89949
H 3.77291 -0.19467 -3.67827
H 2.26329 0.68686 -3.28683
*
```

M   617.0 Da
HOMO   -2.020 eV



Entry from OMol25: C13H15Br15NO5P2S as an isolated structure (the ωB97M-V functional and the def2-TZVPD basis).

```
! wB97M-V def2-TZVPD RIJCOSX def2/J DEFGRID3
* xyz -1 1
O 3.05675 0.52627 3.99112
C 2.69243 -0.48863 3.37465
O 2.80792 -1.65882 3.94663
C 2.13533 -0.49360 1.90014
S 3.36301 0.37848 0.82048
N 0.73216 -0.02297 1.75467
P 0.45477 1.54377 2.50077
P -1.70324 1.83836 2.61272
O -2.37194 1.41157 1.33742
O -2.08373 3.45333 2.82386
O -2.32947 1.03180 3.92196
C -0.22762 -1.02866 2.16814
C -0.33695 -1.60104 3.49168
C -1.29552 -2.64447 3.86451
C -2.17546 -3.14769 2.82119
C -2.09582 -2.57189 1.48163
C -1.14181 -1.53680 1.13608
H 2.13948 -1.56906 1.57176
H 3.86732 -0.60381 -0.00241
H 0.87430 2.50054 1.51077
H -1.68759 3.74929 3.66779
H -2.87226 0.28522 3.59430
H 0.35214 -1.23665 4.29480
H -1.26585 -3.01141 4.90946
H -2.87957 -3.96479 3.10089
H -2.77630 -2.95594 0.68611
H -1.10920 -1.14038 0.09424
C 0.56334 -1.95658 -3.30435
Br 1.28759 -1.24738 -1.65879
Br -1.03162 -3.00478 -2.98616
Br 0.27569 -0.56322 -4.62243
H 1.30705 -2.62980 -3.71678
C 0.77418 3.86171 -3.99047
Br 0.17803 2.99857 -5.61566
Br 0.13798 2.93678 -2.42151
Br 2.69500 4.08973 -3.95880
H 0.33633 4.85411 -3.97968
C -2.54283 5.85951 0.25900
Br -3.10755 7.40528 1.27753
Br -2.82327 6.10820 -1.63962
Br -0.72095 5.36657 0.65487
H -3.16971 5.02836 0.56763
C -4.34211 -2.73136 -6.06135
Br -3.90949 -4.54146 -5.53148
Br -5.98504 -2.11804 -5.24422
Br -2.87628 -1.51787 -5.72577
H -4.50666 -2.74516 -7.13318
C 6.75190 -2.57490 -0.55476
Br 7.47334 -1.86849 1.09237
Br 5.15642 -3.62624 -0.24715
Br 6.45773 -1.18032 -1.86728
H 7.49764 -3.24524 -0.96735
*
```

M   1557.8 Da
HOMO   -4.540 eV



Entry from OMol25: an isolated molecule of C13H15BrN2O3 (the ωB97M-V functional and the def2-TZVPD basis).

```
! wB97M-V def2-TZVPD RIJCOSX def2/J DEFGRID3
* xyz 0 1
C -2.38614 -1.74658 0.79251
C -2.10079 -0.54340 -0.12724
C -0.70951 0.06880 -0.00818
C -0.60692 1.24172 -0.97223
C 0.17983 1.20556 -2.14730
C 0.25428 2.31058 -2.97621
C -0.37891 3.54317 -2.66945
Br -0.16592 5.05235 -3.82152
C -1.17270 3.58470 -1.50970
C -1.29791 2.44012 -0.67446
N -0.31023 0.51685 1.32835
C 0.96822 0.08137 1.57549
O 1.64454 0.42055 2.51756
N 1.41801 -0.79479 0.61318
C 2.48152 -1.77139 0.78802
C 2.10613 -2.89490 1.75964
O 2.20471 -2.37707 3.08246
C 0.36762 -0.96497 -0.28094
O 0.40296 -1.87842 -1.12816
H -2.45735 -1.40921 1.84798
H -3.32521 -2.24515 0.55367
H -1.59490 -2.50247 0.74302
H -2.87125 0.20169 0.10520
H -2.32019 -0.84341 -1.16374
H 0.77674 0.29407 -2.36627
H 0.86924 2.32010 -3.86054
H -1.67908 4.44848 -1.18671
H -1.93949 2.53061 0.21622
H -0.56275 1.46999 1.67713
H 2.77312 -2.18547 -0.15807
H 3.38248 -1.23069 1.17916
H 2.85088 -3.68515 1.63324
H 1.13900 -3.27398 1.50970
H 2.05998 -1.38367 3.12821
*
```

M   327.2 Da
HOMO   -9.449 eV



Entry from OMol25: C13H15ClN4O as an isolated structure (the ωB97M-V functional and the def2-TZVPD basis).

```
! wB97M-V def2-TZVPD RIJCOSX def2/J DEFGRID3
* xyz 0 1
C -2.00200 -1.29227 -1.18708
C -3.12038 -0.70979 -0.67011
N -4.27067 -0.57332 -1.33472
N -5.24551 -0.10121 -0.52400
C -4.70201 0.11293 0.51516
C -3.46170 -0.19135 0.66005
C -2.43764 -0.06130 1.81315
N -1.26463 0.89749 1.04503
C -0.07236 0.35159 0.82990
O 0.30834 -0.84956 1.24006
N 0.78586 1.41154 0.32526
C 2.07314 1.11588 -0.14530
C 2.88739 1.90791 -0.73026
C 4.20876 2.03965 -0.95226
C 4.84283 0.73666 -0.92788
C 4.09162 -0.33617 -0.10432
C 2.87279 -0.35325 0.20258
H 2.27843 -1.07563 0.67494
Cl 5.07748 -1.70242 -0.04828
H 5.85587 0.68549 -0.96997
H 4.66185 2.78284 -1.52263
H 2.23936 3.12735 -0.61487
H 0.48716 2.25377 0.17027
H -1.55002 1.81640 0.93532
H -1.91530 -0.72966 1.67726
H -2.69235 0.55308 2.53167
H -5.27123 0.59195 1.44358
C -6.62964 0.26873 -0.92894
H -7.01902 1.12800 -0.77660
H -6.73150 -0.32335 -1.83593
H -7.32688 -0.32774 -0.28076
H -1.49380 -1.82838 -0.64086
H -1.39934 -0.47434 -1.69530
H -2.35736 -2.11920 -2.07576
*
```

M   278.7 Da
HOMO   -8.154 eV



Entry from OMol25: an isolated molecule of C13H15N3O3 (the ωB97M-V functional and the def2-TZVPD basis).

```
! wB97M-V def2-TZVPD RIJCOSX def2/J DEFGRID3
* xyz 0 1
N 0.69293 -0.69813 -0.76348
C -0.71824 -0.26768 -0.51961
C -0.85972 1.01715 0.36398
C -0.54312 0.43605 1.83816
C -1.14950 -0.46883 2.73556
N -0.39229 -0.58055 3.79238
C 0.89505 -0.08229 3.68523
C 2.06005 0.18801 4.39485
C 3.13844 0.62038 3.71824
C 3.02141 1.20830 2.33875
C 1.78450 1.23643 1.82602
C 0.79161 0.46774 2.43622
C -1.73840 -0.35691 -1.62535
O -3.01125 -0.37668 -1.54740
N -1.06904 -0.56241 -2.80452
C -1.75323 -0.56023 -3.92755
C -0.99570 -0.67836 -5.13515
O 0.06459 -1.35906 -5.28345
O -1.75495 0.01479 -6.10403
H 1.54143 0.06342 -0.62540
H 0.91994 -1.49388 -0.07635
H -1.12316 -1.05783 -0.04984
H -0.29553 1.73795 -0.21878
H -2.00571 1.42088 -0.00651
H -2.00900 -1.16498 2.57563
H -0.84416 -0.49930 4.84857
H 2.00111 -0.19568 5.38255
H 4.33752 0.59841 4.10980
H 3.92875 1.41544 1.68660
H 1.78965 1.55356 0.78219
H 0.05751 -0.29165 -2.85046
H -2.43578 -1.53330 -3.91687
H -2.74775 0.27344 -3.85971
H -1.57795 -0.02421 -7.20027
*
```

M   261.3 Da
HOMO   -8.049 eV



no.,E (Eh)
1,-1484.9066
2,-948.4582
3,-5798.7043
4,-40626.4702
5,-3413.6636
6,-1258.4170
7,-894.1295